Formula: CH2O4S2
Source: the OMol25 dataset
Level of theory: wB97M-V/def2-TZVPD

Summary:
E_LUMO, eV: -1.362
HOMO level, eV: -10.517
Frontier orbital gap, Eh: 0.33642
Relative energy (zero: lowest compared OMol25 entry of this formula, charge and spin), kcal per mole: 34.6
Charge: 0

Geometry (Å):
C 2.0779 0.1413 -1.2033
O 0.3078 1.2668 0.5042
O 2.6662 0.8131 1.2158
O -4.6873 -0.5407 1.2769
O -2.6245 -1.4463 0.3255
S 1.5936 0.6221 0.2859
S -3.5338 -0.3345 0.3843
H 1.2071 -0.0967 -1.7188
H 2.9931 -0.4251 -1.0704

Formula: C33H46AlClF5MgN5NaO12S
Source: the OMol25 dataset
Level of theory: wB97M-V/def2-TZVPD

Summary:
E_LUMO, eV: -9.906
HOMO level, eV: -12.220
Frontier orbital gap, Eh: 0.08504
Charge: +3

Geometry (Å):
N 1.6113 4.3041 4.8364
C 1.5609 2.9504 4.2695
C 0.1048 2.4370 4.1326
C 0.0144 1.5687 2.8978
C -0.6031 2.0944 1.7490
C -0.6876 1.3450 0.5358
O -1.2094 1.8159 -0.5892
N -1.7908 3.2552 -0.3697
O -1.0010 4.0081 -0.7121
C -0.1190 0.0566 0.5610
C 0.4884 -0.4492 1.6946
C 0.5614 0.2913 2.8742
C 1.2764 -0.3428 4.0410
O 0.9257 -0.1966 5.1753
C 2.4743 -1.0984 3.6211
C 3.6072 -1.0701 4.4024
C 4.7333 -1.7446 3.9354
Cl 6.1675 -1.7640 4.8718
C 4.7010 -2.4099 2.7228
C 3.5520 -2.4649 1.9302
C 3.5898 -3.1805 0.6099
C 4.7439 -2.6178 -0.1907
O 4.3075 -1.3565 -0.7340
C 5.2754 -0.3520 -0.6070
C 6.3437 -0.4049 -1.6576
F 5.9157 -0.1518 -2.9104
F 7.2399 0.5571 -1.3779
F 6.9307 -1.5699 -1.5918
C 2.4182 -1.8108 2.4080
C 1.1479 -1.8022 1.6670
O 0.6494 -2.7165 1.0767
H 1.6458 4.9571 4.0618
H 2.5333 4.4017 5.2526
H 1.9652 2.9806 3.2340
H 2.1522 2.2320 4.8278
H -0.2076 1.8769 5.0050
H -0.5680 3.2738 3.9644
H -0.9899 3.0985 1.8237
H -0.1644 -0.5302 -0.3486
H 3.6572 -0.5422 5.3414
H 5.6077 -2.9008 2.3969
H 2.7104 -2.9746 0.0122
H 3.7001 -4.2482 0.7933
H 4.9603 -3.2850 -1.0256
H 5.6689 -2.5504 0.3827
H 4.7670 0.6154 -0.7102
H 5.8230 -0.3809 0.3438
F -3.8061 3.4610 -1.5038
Mg 1.5202 2.0037 0.3969
F 7.2175 -1.3426 0.8063
C -5.0438 2.3669 -6.3683
C -5.4063 1.7361 -5.0021
C -4.2033 0.9710 -4.4278
C -3.9096 -0.3508 -5.1465
C -5.1501 -1.2482 -5.2169
C -6.3826 -0.5575 -5.8207
N -6.5879 0.7859 -5.1447
O -7.1466 0.6362 -4.1030
C -6.2079 -0.3903 -7.3570
C -7.6146 -1.4539 -5.6745
C -5.7410 2.9077 -4.0984
H -4.3691 1.7521 -6.9660
H -5.9365 2.5854 -6.9593
H -4.5285 3.3098 -6.2156
H -4.3822 0.7687 -3.3672
H -3.3349 1.6260 -4.4708
H -3.5168 -0.1653 -6.1503
H -3.1222 -0.8797 -4.6093
H -4.9336 -2.1423 -5.8026
H -5.3939 -1.5912 -4.2076
H -7.0129 0.2342 -7.7695
H -6.2641 -1.3778 -7.8283
H -5.2430 0.0411 -7.6414
H -7.7928 -1.7480 -4.6427
H -7.4676 -2.3684 -6.2447
H -8.5135 -0.9612 -6.0502
H -6.6170 3.4499 -4.4639
H -4.9040 3.6003 -4.0643
H -5.9224 2.6099 -3.0668
O 9.4225 -2.0140 2.8867
H 10.1994 -1.5057 2.6387
H 8.8410 -1.9517 2.1119
C -0.5351 7.0087 7.7053
S -0.5106 5.1969 7.4634
O -1.6094 4.8816 6.5343
C -1.0713 4.8087 9.1265
H -0.2527 7.4817 6.7644
H -1.5401 7.3319 7.9892
H 0.1879 7.2728 8.4846
H -2.0330 5.2860 9.3166
H -0.3273 5.1455 9.8500
H -1.1801 3.7289 9.1963
C 4.3446 -7.2751 1.0986
O 3.8538 -8.3851 1.2071
O 3.7760 -6.2563 0.6293
O 5.5030 -6.9569 1.4518
C 1.4002 -6.9622 -2.0492
O 2.2368 -7.3945 -1.2816
N 0.4186 -6.0905 -1.6480
N 1.3697 -7.3108 -3.3704
H -0.2821 -5.7249 -2.2618
H 0.4147 -5.8186 -0.6823
H 2.0749 -7.9484 -3.6913
H 0.6891 -6.9704 -4.0207
Na 0.5360 9.0876 9.1606
Al -6.4002 -0.1384 -10.0567

Formula: C26H43IrN3S2
Source: the OMol25 dataset
Level of theory: wB97M-V/def2-TZVPD

Summary:
E_LUMO (alpha / beta), eV: -9.074 / -12.886
HOMO level (alpha / beta), eV: -14.709 / -17.435
Spin multiplicity: 5
Frontier orbital gap (alpha / beta), Eh: 0.20709 / 0.16720
⟨S²⟩: 6.030
Relative energy (zero: lowest compared OMol25 entry of this formula, charge and spin), kcal per mole: 6.9
Charge: +3

Geometry (Å):
Ir -0.1808 1.8039 -0.9965
S 1.0318 3.6556 -1.4341
S -1.6984 0.2049 -2.0126
C 1.7724 3.8784 0.2400
C -0.2849 4.9547 -1.4960
C -1.6753 4.4490 -1.1732
N -1.7855 3.0703 -1.6864
C -3.1563 2.4873 -1.5848
C -3.1682 1.2206 -2.4097
H -0.2454 5.3157 -2.5277
H 0.0310 5.7684 -0.8431
H -2.4446 5.0675 -1.6692
H -1.8973 4.4215 -0.0920
H -3.9014 3.2088 -1.9609
H -3.3913 2.3162 -0.5198
H -3.1217 1.4221 -3.4823
H -4.0433 0.6085 -2.2037
C -2.5579 -0.8670 -0.8122
H -1.5413 3.0754 -2.6801
H -2.8377 -0.3609 0.1199
H -1.8714 -1.6961 -0.6181
H -3.4513 -1.2195 -1.3346
H 2.3323 2.9669 0.4887
H 0.9892 4.0624 0.9842
H 2.4664 4.7256 0.1754
C -0.6109 1.1372 -5.4961
C -1.3810 0.0388 -5.5188
H 0.4203 0.9864 -5.1525
H -1.0388 2.1571 -5.5220
H -0.9326 -0.9641 -5.4316
H -2.4414 0.0445 -5.7982
C -2.7185 -0.2237 5.0875
C -1.5878 -0.9648 4.3920
C -0.3264 -1.0215 5.2620
C -2.0333 -2.3785 3.9794
C -1.1859 -0.2295 3.1304
C -1.7467 0.9997 2.7978
C -1.4090 1.6145 1.6087
N -0.4217 1.0727 0.8400
C 0.2123 -0.0982 1.1812
C -0.1958 -0.7996 2.3229
C 1.1566 -0.5407 0.1918
C 1.8857 -1.7455 0.1795
C 2.7465 -2.0438 -0.8801
C 2.7731 -1.1353 -1.9569
C 1.9824 0.0006 -1.9471
N 1.2224 0.3096 -0.8748
C 3.6873 -3.2640 -0.7919
C 3.9981 -3.8966 -2.1540
C 5.0118 -2.8258 -0.1396
C 3.0711 -4.3443 0.1171
H -3.0257 -0.7284 6.0006
H -3.5826 -0.1574 4.4231
H -2.3916 0.7817 5.3503
H -0.5100 -1.5313 6.2136
H 0.4956 -1.5361 4.7405
H 0.0112 0.0042 5.4717
H -2.8895 -2.3080 3.2854
H -1.2290 -2.9271 3.4592
H -2.3412 -2.9634 4.8585
H -2.5005 1.4705 3.4332
H -1.9053 2.4980 1.2424
H 0.2613 -1.7805 2.5522
H 1.7266 -2.4222 1.0252
H 3.3955 -1.2961 -2.8406
H 1.9102 0.7200 -2.7671
H 4.5839 -3.2239 -2.7864
H 4.5887 -4.8083 -1.9943
H 3.0770 -4.1775 -2.6765
H 4.8378 -2.4002 0.8577
H 5.6749 -3.6950 -0.0297
H 5.5243 -2.0757 -0.7512
H 2.9799 -3.9914 1.1511
H 2.0828 -4.6474 -0.2485
H 3.7190 -5.2298 0.1310

Formula: C39H47N7SiSn
Source: the OMol25 dataset
Level of theory: wB97M-V/def2-TZVPD

Summary:
E_LUMO, eV: -0.319
HOMO level, eV: -7.189
Frontier orbital gap, Eh: 0.25245
Relative energy (zero: lowest compared OMol25 entry of this formula, charge and spin), kcal per mole: 0.0
Charge: 0

Geometry (Å):
Sn 0.0631 -0.0285 0.1821
C -2.4200 -1.6453 3.1747
C -2.1034 -0.3953 3.9939
C -1.1684 0.6076 3.2922
N -0.0659 -0.0282 2.5846
C 0.8353 -0.6868 3.2585
C 1.0132 -0.5284 4.6628
C 1.6541 -1.3040 5.5999
C 2.2329 -2.5625 5.4409
C 2.5292 -3.1490 4.2293
C 2.4170 -2.6297 2.9431
C 1.7799 -1.4750 2.4434
N 1.9300 -1.0448 1.2058
C 2.9643 -1.6312 0.3687
C 2.5196 -2.8526 -0.4214
C 1.5194 -2.4410 -1.4892
N 0.2530 -2.0562 -0.8949
C -0.7634 -2.8732 -0.8961
C -0.6400 -4.2602 -1.1583
C -1.5897 -5.2430 -1.3628
C -2.9581 -5.1185 -1.5507
C -3.6792 -3.9422 -1.4341
C -3.2810 -2.7185 -0.9242
C -2.0279 -2.2527 -0.4716
N -1.8928 -1.1790 0.2729
C -3.0491 -0.5983 0.9417
C -3.5067 -1.4584 2.1247
H -1.5090 -1.9874 2.6804
H -2.7336 -2.4341 3.8613
H -3.0280 0.1275 4.2578
H -1.6261 -0.7149 4.9215
H -1.7181 1.1877 2.5592
H -0.8018 1.3219 4.0382
H 0.5625 0.3735 5.0595
H 1.6340 -0.9181 6.6137
H 2.4890 -3.1077 6.3406
H 2.9774 -4.1357 4.2839
H 2.8675 -3.2535 2.1835
H 3.2701 -0.8643 -0.3468
H 3.8411 -1.8748 0.9770
H 3.3928 -3.3153 -0.8901
H 2.0532 -3.5870 0.2404
H 1.9090 -1.5732 -2.0239
H 1.3860 -3.2405 -2.2219
H 0.3786 -4.6261 -1.1374
H -1.1936 -6.2481 -1.4612
H -3.5067 -6.0101 -1.8264
H -4.7242 -3.9997 -1.7200
H -4.0723 -1.9826 -0.8565
H -2.7503 0.3778 1.2909
H -3.8873 -0.4439 0.2558
H -4.3887 -0.9951 2.5787
H -3.8024 -2.4418 1.7508
C -3.4398 2.7771 0.7165
C -3.0361 2.2580 -0.6413
C -3.8365 2.5299 -1.7336
C -3.4049 2.1081 -2.9924
C -2.1856 1.4982 -3.1279
C -1.3885 1.2597 -1.9763
N -1.8652 1.6048 -0.7493
N -0.1602 0.7038 -2.0267
Si 0.8728 0.6382 -3.4109
C 2.6439 0.7175 -2.7724
C 0.7158 2.1517 -4.5229
C 0.5274 -0.9303 -4.3971
H -3.7287 3.8247 0.6341
H -2.6106 2.6947 1.4144
H -4.2945 2.2245 1.1120
H -4.7711 3.0589 -1.6069
H -4.0252 2.2799 -3.8641
H -1.8168 1.1777 -4.0927
H 2.9707 1.7575 -2.7289
H 3.3339 0.1714 -3.4226
H 2.7298 0.3127 -1.7625
H 0.4966 3.0358 -3.9180
H -0.0722 2.0577 -5.2732
H 1.6558 2.3329 -5.0499
H 0.2758 -1.7542 -3.7256
H 1.3836 -1.2337 -5.0060
H -0.3252 -0.7913 -5.0674
C 0.9435 2.1103 0.8880
C 1.3173 3.0311 -0.1757
C 2.6656 3.2179 -0.5109
C 3.0560 4.1900 -1.4095
C 2.0967 4.9849 -2.0350
C 0.7445 4.7647 -1.7714
C 0.3658 3.8073 -0.8517
C 2.4937 6.0485 -2.9151
N 2.8051 6.9157 -3.6043
H 0.0224 2.3350 1.4160
H 1.7432 1.7086 1.5008
H 3.4141 2.6065 -0.0189
H 4.1036 4.3494 -1.6298
H 0.0026 5.3615 -2.2860
H -0.6819 3.6446 -0.6420

Formula: C3H6N2O
Source: the OMol25 dataset
Level of theory: wB97M-V/def2-TZVPD

Summary:
E_LUMO, eV: 0.375
HOMO level, eV: -9.482
Frontier orbital gap, Eh: 0.36223
Relative energy (zero: lowest compared OMol25 entry of this formula, charge and spin), kcal per mole: 46.2
Charge: 0
SMILES: [H]/N=C(/C=O)NC

Geometry (Å):
C 0.1081 -1.4910 -0.2563
N -0.7181 -0.2939 -0.4419
C -0.2959 0.9585 0.0090
N -0.9990 2.0188 0.0902
C 1.1557 0.9885 0.4376
O 1.5431 0.3070 1.3571
H 0.6043 -1.8118 -1.1816
H -0.5078 -2.3055 0.1249
H 0.8549 -1.3002 0.5068
H -1.6765 -0.4542 -0.1694
H -1.9348 1.8312 -0.2858
H 1.8659 1.5525 -0.1905

Formula: C17H18N2O4
Source: the OMol25 dataset
Level of theory: wB97M-V/def2-TZVPD

Summary:
E_LUMO, eV: 0.159
HOMO level, eV: -8.353
Frontier orbital gap, Eh: 0.31280
Relative energy (zero: lowest compared OMol25 entry of this formula, charge and spin), kcal per mole: 0.0
Charge: 0
SMILES: NC(=O)NCCCC(=O)OCC(=O)c1ccc2ccccc2c1

Geometry (Å):
N -0.8825 -3.2098 -1.7333
C -1.6119 -2.1245 -1.3047
O -1.4932 -1.0271 -1.8090
N -2.4500 -2.3875 -0.2603
H -2.3271 -3.2484 0.2484
C -3.0982 -1.2966 0.4317
H -4.0413 -1.6568 0.8492
C -2.2180 -0.6796 1.5267
H -1.2052 -0.5612 1.1371
H -2.1782 -1.3403 2.3957
C -2.7471 0.6939 1.9433
C -2.7581 1.6310 0.7497
O -3.7306 2.2012 0.3326
O -1.5388 1.7232 0.2208
C -1.3911 2.4735 -0.9809
H -2.1281 3.2829 -1.0144
H -1.5615 1.8036 -1.8345
C 0.0182 3.0473 -1.0734
O 0.2033 4.1675 -1.4899
C 1.1126 2.1644 -0.6260
C 1.0175 0.7913 -0.6626
C 2.0905 -0.0107 -0.2284
C 2.0166 -1.4206 -0.2540
C 3.0642 -2.1817 0.1828
C 4.2339 -1.5700 0.6619
C 4.3378 -0.2071 0.6957
C 3.2757 0.6073 0.2533
C 3.3525 2.0177 0.2631
C 2.3055 2.7743 -0.1712
H 2.3546 3.8529 -0.1736
H 4.2596 2.4856 0.6182
H 5.2378 0.2667 1.0614
H 5.0528 -2.1873 1.0016
H 3.0025 -3.2601 0.1614
H 1.1147 -1.8829 -0.6275
H 0.1363 0.3044 -1.0517
H -2.1003 1.1188 2.7121
H -3.7641 0.6220 2.3296
H -3.3172 -0.5420 -0.3271
H -0.4363 -3.0965 -2.6296
H -1.2079 -4.1385 -1.5245

Formula: C25H28CoF5O2S
Source: the OMol25 dataset
Level of theory: wB97M-V/def2-TZVPD

Summary:
E_LUMO (alpha / beta), eV: 2.409 / 2.350
HOMO level (alpha / beta), eV: -2.741 / -3.298
Spin multiplicity: 4
Frontier orbital gap (alpha / beta), Eh: 0.18926 / 0.20753
⟨S²⟩: 3.780
Relative energy (zero: lowest compared OMol25 entry of this formula, charge and spin), kcal per mole: 21.3
Charge: -1

Geometry (Å):
O -2.9340 2.5623 -0.7850
C -4.0470 2.6506 -1.7414
C -3.2943 3.7190 -2.5788
H -4.8382 2.9920 -1.0671
H -4.3991 1.7318 -2.2406
C -2.0632 3.5229 -1.5675
H -3.6902 4.7348 -2.5337
H -3.1413 3.5663 -3.6635
C -1.6431 4.6827 -0.6502
H -2.4684 5.0123 0.0237
H -1.2885 5.6046 -1.1612
H -0.7610 4.3525 -0.0648
C -0.8727 2.8367 -2.2904
H -1.2866 2.0621 -2.9289
H -0.2114 2.3309 -1.5528
H -0.2830 3.4922 -3.0045
Co 0.5215 -0.1908 0.5057
C 0.7811 -1.6333 -1.1822
C -0.3719 -2.4584 -0.9975
C -1.5361 -1.6893 -1.2761
H -0.3332 -3.5350 -0.8316
C -1.1347 -0.3953 -1.6685
C 0.3052 -0.3502 -1.6739
H 0.8961 0.3841 -2.2142
H 1.8234 -1.9388 -1.1715
H -2.5556 -2.0635 -1.2706
H -1.8124 0.4288 -1.8950
C 2.2490 0.0438 1.4925
C 2.2800 0.6202 0.1861
C 1.2552 1.6190 0.1437
H 3.0022 0.4217 -0.5894
C 0.5298 1.6099 1.3665
C 1.1709 0.6467 2.2237
H 0.9177 0.4629 3.2612
H 2.9913 -0.6664 1.8502
H 1.1199 2.3420 -0.6436
H -0.3712 2.1897 1.5684
O -4.5862 4.4178 0.3903
C -4.9775 5.4382 -0.5502
C -6.4425 5.8223 -0.3832
H -5.0147 5.0950 -1.6048
H -4.2104 6.2355 -0.5341
C -7.0051 4.6133 0.4301
H -6.8780 5.8807 -1.3977
H -6.4036 6.7872 0.1348
C -5.8196 3.7623 0.8393
H -7.6579 4.0060 -0.2026
H -7.4990 4.9698 1.3309
H -5.8411 2.7481 0.4083
H -5.7481 3.5680 1.9164
F 1.9506 -4.8355 5.7813
C 1.3196 -4.0906 4.8554
C 1.6813 -4.2054 3.5109
F 2.6417 -5.0810 3.1416
C 1.0494 -3.4054 2.5665
F 1.4119 -3.5383 1.2626
C 0.0583 -2.4760 2.9359
S -0.8084 -1.5078 1.7875
C -0.3116 -2.4187 4.2944
F -1.3021 -1.5832 4.6830
C 0.3140 -3.2084 5.2461
F -0.0268 -3.1187 6.5491

Formula: C5H13NO2
Source: the OMol25 dataset
Level of theory: wB97M-V/def2-TZVPD

Summary:
E_LUMO, eV: 0.748
HOMO level, eV: -9.366
Frontier orbital gap, Eh: 0.37171
Relative energy (zero: lowest compared OMol25 entry of this formula, charge and spin), kcal per mole: 48.4
Charge: 0
SMILES: CC(N)=O.C=CC.O

Geometry (Å):
C -2.1607 0.1194 0.7568
C -2.6804 0.2969 -0.6414
N -2.9703 -0.5073 1.6300
O -0.2471 -1.0725 -0.0039
O -1.1523 0.7658 1.2053
H -0.2660 -0.1087 0.6566
H 0.2777 -0.9004 -0.7929
H -2.7287 -0.4814 2.6071
H -3.8097 -0.9715 1.3282
H -2.5307 -0.6063 -1.2308
H -3.7412 0.5485 -0.5916
H -2.1403 1.0641 -1.1882
C 3.0560 -0.5325 0.3618
C 2.3992 0.6494 -0.2754
C 2.3662 0.8891 -1.5756
H 1.8488 1.2987 0.4022
H 2.2905 -1.2254 0.7223
H 3.6951 -1.0614 -0.3342
H 3.6501 -0.2340 1.2208
H 1.9287 1.7924 -1.9773
H 2.9153 0.2772 -2.2799

Repeat the first record exactly.
Formula: CH2O4S2
Source: the OMol25 dataset
Level of theory: wB97M-V/def2-TZVPD

Summary:
E_LUMO, eV: -1.362
HOMO level, eV: -10.517
Frontier orbital gap, Eh: 0.33642
Relative energy (zero: lowest compared OMol25 entry of this formula, charge and spin), kcal per mole: 34.6
Charge: 0

Geometry (Å):
C 2.0779 0.1413 -1.2033
O 0.3078 1.2668 0.5042
O 2.6662 0.8131 1.2158
O -4.6873 -0.5407 1.2769
O -2.6245 -1.4463 0.3255
S 1.5936 0.6221 0.2859
S -3.5338 -0.3345 0.3843
H 1.2071 -0.0967 -1.7188
H 2.9931 -0.4251 -1.0704

> Which of these has the lowest charge?

C25H28CoF5O2S

> What is the charge in the fifth record?

0